2 unconnected molecules or ions with the total composition C2H5O2 at a distorted geometry, computed with ωB97M-V/def2-TZVPD.

Last column: Löwdin charge in e.
CARTESIAN COORDINATES (ANGSTROEM)
1 O -1.679 -1.518 -2.100  -0.65
2 H -2.370 -1.167 -2.644  -0.25
3 C 0.738 0.184 -0.308  0.01
4 C 0.317 0.373 0.933  -0.29
5 O 1.129 0.965 1.893  -0.06
6 H 0.144 -0.312 -1.074  0.02
7 H 1.702 0.571 -0.628  0.05
8 H -0.713 0.149 1.188  0.10
9 H 0.733 0.755 2.740  0.07

Output
HOMO-LUMO gap ... 5.586 eV
Energy above the lowest of the compared OMol25 structures with the same formula, charge and spin ... 2.715 eV
LUMO level ... 3.442 eV
Total charge ... -1
E ... -6248.424 eV

2 unconnected molecules or ions with the total composition C6H10, computed with ωB97M-V/def2-TZVPD.

Last column: Löwdin charge in e.
CARTESIAN COORDINATES (ANGSTROEM)
1 C -1.982 0.255 0.188  -0.07
2 C -0.731 0.350 -0.681  -0.37
3 C -0.027 -0.948 -0.992  -0.05
4 C 1.205 -1.081 -0.415  -0.12
5 C 1.479 0.137 0.168  -0.11
6 C 0.415 1.172 -0.039  -0.15
7 H -1.726 -0.205 1.149  0.09
8 H -2.745 -0.364 -0.294  0.08
9 H -2.405 1.247 0.375  0.08
10 H -1.004 0.777 -1.658  0.14
11 H -0.421 -1.621 -1.755  0.10
12 H 2.340 0.338 0.808  0.08
13 H 0.719 2.032 -0.649  0.12
14 H 0.137 1.577 0.946  0.12
15 H 2.480 -1.686 1.757  0.05
16 H 2.264 -1.979 1.092  0.01

Output
HOMO-LUMO gap (spin up / spin down) ... 7.642 / 6.922 eV
Energy above the lowest of the compared OMol25 structures with the same formula, charge and spin ... 4.742 eV
LUMO level (spin up / spin down) ... -0.536 / -0.726 eV
E ... -6379.118 eV

A gas-phase ion, C7H13N4O (charge +1) at a distorted geometry, computed with ωB97M-V/def2-TZVPD.

Last column: Löwdin charge in e.
CARTESIAN COORDINATES (ANGSTROEM)
1 C 0.565 2.247 0.079  -0.01
2 C 0.730 0.840 0.552  -0.27
3 O 2.135 0.517 0.485  -0.09
4 C 2.533 -0.828 0.603  -0.14
5 C 1.854 -1.562 -0.594  -0.03
6 N 0.324 -1.556 -0.240  0.08
7 C -0.053 -0.153 -0.472  -0.17
8 C -1.498 -0.116 -0.039  -0.33
9 N -1.955 -0.892 0.898  0.07
10 N -3.297 -0.616 1.027  0.04
11 C -3.574 0.343 0.226  -0.17
12 N -2.513 0.654 -0.624  0.15
13 H 0.030 2.277 -0.912  0.10
14 H 1.502 2.675 -0.205  0.09
15 H 0.120 2.832 0.834  0.08
16 H 0.253 0.821 1.568  0.17
17 H 2.291 -1.272 1.550  0.13
18 H 3.582 -0.825 0.447  0.13
19 H 1.995 -1.017 -1.526  0.13
20 H 2.037 -2.638 -0.856  0.15
21 H -0.177 -1.976 -1.020  0.18
22 H 0.117 -1.976 0.721  0.21
23 H 0.021 -0.039 -1.557  0.17
24 H -4.626 0.673 0.084  0.14
25 H -2.393 1.588 -1.030  0.16

Output
HOMO-LUMO gap ... 10.633 eV
Energy above the lowest of the compared OMol25 structures with the same formula, charge and spin ... 1.265 eV
LUMO level ... -3.116 eV
Total charge ... +1
E ... -15469.377 eV